ORCA calculation (ωB97M-V/def2-TZVPD) on C47H55N6O5P2SeW as an isolated structure in a non-equilibrium geometry.

Each line ends with the Löwdin spin population.
Geometry (Å):
W  0.444  -0.083  0.198  1.533
C  3.555  4.367  1.843  0.001
N  3.345  3.009  1.390  0.007
C  4.511  2.291  0.923  0.001
C  2.152  2.436  1.356  0.007
O  1.985  1.230  0.985  0.027
C  0.947  3.253  1.784  0.002
O  -0.211  2.436  1.799  0.019
C  -0.631  2.023  3.095  0.002
C  -0.156  0.600  3.346  0.004
O  0.027  -0.114  2.299  0.017
N  0.026  0.149  4.577  0.011
C  0.484  -1.196  4.846  0.001
C  -0.223  0.945  5.763  0.001
H  3.142  4.527  2.840  0.000
H  3.114  5.088  1.152  0.000
H  4.626  4.542  1.900  0.000
H  5.175  2.074  1.760  0.000
H  5.036  2.896  0.184  0.000
H  4.187  1.357  0.466  0.000
H  0.774  4.062  1.064  0.000
H  1.119  3.702  2.769  0.000
H  -1.731  2.050  3.099  0.001
H  -0.262  2.720  3.852  0.000
H  0.697  -1.723  3.920  0.000
H  -0.287  -1.729  5.399  0.000
H  1.395  -1.162  5.444  0.000
H  0.680  1.477  6.071  0.001
H  -0.515  0.271  6.566  0.000
H  -1.036  1.653  5.616  0.000
C  -2.738  1.104  -2.147  0.000
N  -2.523  0.033  -1.163  0.000
P  -2.170  0.616  0.475  0.028
C  -3.569  1.780  0.615  0.009
C  -4.845  1.356  0.234  0.001
C  -5.906  2.242  0.273  0.001
C  -5.706  3.553  0.682  0.000
C  -4.441  3.977  1.054  0.000
C  -3.374  3.095  1.021  0.000
C  -2.758  -0.820  1.492  0.001
C  -3.931  -0.782  2.244  0.000
C  -4.319  -1.871  3.009  -0.001
C  -3.544  -3.019  3.047  0.002
C  -2.352  -3.060  2.338  0.003
C  -1.958  -1.964  1.592  0.030
P  -1.254  -1.098  -1.514  0.007
C  -1.098  -1.115  -3.339  -0.004
C  -0.464  -0.061  -4.001  -0.001
C  -0.337  -0.078  -5.379  0.000
C  -0.870  -1.127  -6.115  -0.001
C  -1.505  -2.172  -5.464  0.000
C  -1.596  -2.184  -4.083  -0.002
C  -2.090  -2.684  -1.213  0.005
C  -1.244  -3.778  -1.042  0.001
C  -1.775  -5.038  -0.854  0.000
C  -3.152  -5.205  -0.839  0.000
C  -3.994  -4.117  -0.994  0.000
C  -3.469  -2.849  -1.182  0.000
H  -3.675  1.610  -1.932  0.000
H  -2.815  0.655  -3.134  0.000
H  -1.933  1.846  -2.153  0.000
H  -4.995  0.342  -0.110  0.000
H  -6.889  1.902  -0.020  0.000
H  -6.532  4.246  0.691  0.000
H  -4.285  4.998  1.362  0.000
H  -2.384  3.434  1.287  0.000
H  -4.548  0.102  2.267  0.000
H  -5.226  -1.806  3.591  0.000
H  -3.843  -3.871  3.639  0.000
H  -1.727  -3.941  2.376  0.000
H  -0.972  -1.987  1.088  0.019
H  -0.097  0.792  -3.447  0.000
H  0.175  0.726  -5.885  0.000
H  -0.797  -1.131  -7.191  0.000
H  -1.933  -2.989  -6.022  0.000
H  -2.068  -3.019  -3.588  0.000
H  -0.170  -3.608  -1.082  0.000
H  -1.131  -5.895  -0.730  0.000
H  -3.567  -6.192  -0.718  0.000
H  -5.063  -4.262  -0.981  0.000
H  -4.120  -1.998  -1.315  0.000
O  2.141  0.817  -2.495  0.010
C  1.455  1.758  -1.811  0.040
O  0.401  1.444  -1.099  0.034
C  1.917  3.095  -1.968  0.001
C  1.170  4.168  -1.445  0.011
C  1.669  5.450  -1.529  -0.001
C  2.885  5.689  -2.162  0.014
C  3.599  4.641  -2.733  -0.001
C  3.130  3.351  -2.636  0.010
H  0.198  3.959  -1.015  0.000
H  1.116  6.280  -1.116  0.000
H  3.267  6.696  -2.232  0.001
H  4.523  4.836  -3.254  0.000
H  3.670  2.523  -3.067  0.000
C  2.720  -1.366  -3.276  0.007
C  2.088  -0.543  -2.200  0.064
N  1.560  -0.950  -1.132  0.036
H  3.027  -2.329  -2.877  0.000
H  3.569  -0.846  -3.714  0.002
H  1.986  -1.534  -4.064  0.003
C  1.841  -5.028  0.950  0.001
N  2.874  -4.268  0.302  0.000
C  3.840  -4.764  -0.519  -0.001
C  4.699  -3.747  -0.794  -0.001
N  4.248  -2.642  -0.135  -0.001
C  4.931  -1.379  -0.075  0.001
C  3.116  -2.963  0.515  0.006
Se  2.031  -1.827  1.582  0.025
H  1.939  -6.077  0.681  0.000
H  0.855  -4.661  0.662  0.000
H  1.952  -4.911  2.030  0.001
H  3.884  -5.785  -0.838  0.000
H  5.591  -3.747  -1.387  0.000
H  5.871  -1.462  -0.619  0.000
H  5.139  -1.125  0.968  0.000
H  4.317  -0.599  -0.534  0.000

Kohn-Sham gap (spin up / spin down) = 6.50 / 6.64 eV
<S²> = 2.02
Energy above the lowest of the compared OMol25 structures with the same formula, charge and spin = 0.0153 eV
E_HOMO (spin up / spin down) = -14.71 / -15.18 eV
Spin multiplicity = 3
Net charge = +3